The following is a DFT calculation (ωB97M-V/def2-TZVPD) of a cluster of 11 separate species, C58H136BN8O26 in total at a distorted geometry.

Geometry as XYZ:
```
229
Properties=species:S:1:pos:R:3
O 2.078 1.112 1.330
C 0.988 1.589 1.014
O 0.212 1.163 0.058
B -1.046 1.834 0.078
O -0.830 2.904 1.104
C 0.332 2.708 1.690
O 0.838 3.365 2.624
O -2.194 0.925 0.325
C -2.911 0.784 -0.799
O -3.892 0.044 -0.987
C -2.262 1.764 -1.848
O -1.283 2.411 -1.264
O -2.614 1.849 -3.009
C -5.873 5.544 -0.973
C -6.222 4.555 0.124
C -5.511 4.874 1.417
O -7.589 4.637 0.401
H -6.384 5.304 -1.905
H -4.811 5.411 -1.183
H -6.071 6.587 -0.729
H -5.971 3.528 -0.142
H -5.901 4.211 2.189
H -5.643 5.910 1.728
H -4.438 4.715 1.308
H -7.790 5.572 0.314
C -1.992 1.665 6.028
C -2.515 1.178 7.365
C -3.506 2.276 7.915
O -3.248 0.004 7.250
H -1.745 2.726 6.014
H -2.642 1.362 5.208
H -1.086 1.103 5.803
H -1.684 1.061 8.060
H -3.818 2.075 8.940
H -4.426 2.278 7.331
H -3.134 3.299 7.980
H -4.044 0.158 6.735
C 5.158 4.909 -0.386
O 5.919 3.843 0.210
C 6.566 4.195 1.399
C 7.130 2.995 2.213
N 8.352 2.535 1.566
C 8.890 1.368 2.207
C 9.862 0.682 1.251
O 9.311 0.266 -0.013
C 10.185 -0.345 -0.969
H 5.822 5.762 -0.525
H 4.336 5.105 0.302
H 4.724 4.613 -1.341
H 5.905 4.807 2.013
H 7.399 4.830 1.100
H 6.261 2.344 2.317
H 7.439 3.336 3.201
H 8.061 2.242 0.644
H 8.139 0.608 2.424
H 9.320 1.482 3.202
H 10.200 -0.216 1.769
H 10.663 1.384 1.021
H 9.809 -0.271 -1.989
H 10.446 -1.392 -0.812
H 11.125 0.202 -1.040
C 6.268 0.784 11.503
O 5.443 1.102 10.376
C 6.224 1.565 9.260
C 5.281 1.864 8.106
N 4.270 2.824 8.647
C 3.251 3.094 7.621
C 2.225 4.058 8.237
O 1.546 3.387 9.309
C 0.752 4.296 10.080
H 5.596 0.444 12.290
H 6.859 1.630 11.854
H 7.004 0.013 11.278
H 6.979 0.850 8.932
H 6.804 2.443 9.545
H 4.798 0.950 7.760
H 5.823 2.361 7.301
H 3.874 2.479 9.510
H 2.709 2.200 7.313
H 3.625 3.540 6.699
H 1.475 4.247 7.469
H 2.685 4.973 8.610
H 0.025 3.636 10.555
H 0.108 4.889 9.431
H 1.255 4.861 10.864
C -10.200 -3.253 -10.312
O -9.038 -3.718 -9.600
C -7.813 -3.536 -10.244
C -7.467 -2.067 -10.206
N -7.224 -1.460 -8.889
C -6.726 -0.075 -8.959
C -6.472 0.517 -7.577
O -7.627 0.870 -6.896
C -7.449 1.575 -5.705
H -11.058 -3.798 -9.919
H -10.151 -3.560 -11.357
H -10.506 -2.210 -10.242
H -7.708 -3.933 -11.253
H -6.966 -3.945 -9.693
H -8.171 -1.371 -10.663
H -6.543 -2.008 -10.781
H -7.971 -1.385 -8.214
H -7.396 0.583 -9.512
H -5.707 0.100 -9.302
H -5.747 1.331 -7.559
H -5.988 -0.206 -6.920
H -6.859 2.474 -5.886
H -6.986 0.967 -4.929
H -8.347 2.031 -5.287
C -2.048 8.658 -1.697
O -1.379 8.033 -2.749
C -0.335 7.125 -2.245
C 0.224 6.257 -3.422
N 0.879 7.203 -4.330
C 1.268 6.518 -5.526
C 1.575 7.438 -6.703
O 0.480 7.918 -7.443
C -0.126 9.034 -6.738
H -2.931 9.174 -2.075
H -1.323 9.340 -1.253
H -2.520 7.961 -1.004
H -0.827 6.423 -1.572
H 0.443 7.771 -1.838
H -0.618 5.703 -3.837
H 0.858 5.535 -2.908
H 0.136 7.827 -4.610
H 0.465 5.922 -5.959
H 2.221 6.018 -5.352
H 2.109 6.860 -7.458
H 2.248 8.221 -6.353
H -1.063 9.248 -7.251
H 0.493 9.931 -6.714
H -0.363 8.700 -5.728
C 1.172 -2.396 6.100
O 0.507 -3.613 5.656
C -0.499 -3.212 4.705
C -1.179 -4.509 4.168
N -2.202 -4.349 3.099
C -3.248 -3.334 3.483
C -4.518 -3.354 2.650
O -5.275 -4.508 2.843
C -6.404 -4.489 2.082
H 1.704 -2.548 7.038
H 0.566 -1.511 6.294
H 1.903 -2.023 5.383
H 0.006 -2.740 3.862
H -1.298 -2.629 5.163
H -1.779 -4.995 4.938
H -0.469 -5.246 3.794
H -2.722 -5.215 3.111
H -2.789 -2.356 3.339
H -3.566 -3.537 4.506
H -4.221 -3.359 1.601
H -5.079 -2.473 2.962
H -7.009 -5.377 2.262
H -6.183 -4.389 1.019
H -7.019 -3.684 2.485
C 3.823 0.334 -4.206
O 4.396 -0.497 -3.208
C 5.069 0.179 -2.241
C 5.810 -0.720 -1.217
N 4.998 -1.655 -0.476
C 5.746 -2.383 0.545
C 6.854 -3.339 0.018
O 6.684 -3.936 -1.257
C 7.814 -4.691 -1.591
H 3.208 1.084 -3.709
H 3.148 -0.111 -4.938
H 4.525 0.767 -4.919
H 4.444 0.913 -1.733
H 5.841 0.710 -2.799
H 6.299 -0.141 -0.433
H 6.627 -1.282 -1.669
H 4.324 -1.029 -0.060
H 4.988 -3.018 1.006
H 6.104 -1.671 1.288
H 7.027 -4.109 0.770
H 7.766 -2.744 0.057
H 7.718 -5.643 -1.069
H 8.746 -4.261 -1.224
H 7.825 -4.895 -2.662
C 3.128 -6.199 -0.083
O 2.591 -5.144 -0.816
C 1.420 -4.568 -0.262
C 0.735 -3.455 -1.140
N 0.887 -3.795 -2.538
C 0.547 -2.592 -3.319
C 0.836 -2.994 -4.765
O 2.281 -3.236 -4.953
C 2.788 -3.277 -6.267
H 2.354 -6.915 0.193
H 3.674 -5.856 0.795
H 3.889 -6.740 -0.646
H 1.668 -4.103 0.692
H 0.678 -5.355 -0.120
H 1.301 -2.550 -0.915
H -0.322 -3.401 -0.879
H 0.204 -4.529 -2.656
H 1.211 -1.764 -3.071
H -0.514 -2.341 -3.329
H 0.449 -2.128 -5.303
H 0.196 -3.824 -5.065
H 3.874 -3.372 -6.252
H 2.455 -2.432 -6.869
H 2.360 -4.118 -6.812
C -4.786 -7.809 3.581
O -3.866 -7.371 2.626
C -4.094 -7.850 1.335
C -2.959 -7.674 0.336
N -3.186 -6.481 -0.432
C -4.266 -6.556 -1.387
C -4.555 -5.287 -2.085
O -3.659 -4.979 -3.156
C -4.098 -3.842 -3.892
H -4.376 -7.327 4.469
H -4.676 -8.892 3.635
H -5.771 -7.432 3.305
H -5.114 -7.605 1.040
H -4.207 -8.925 1.478
H -2.778 -8.515 -0.333
H -1.978 -7.610 0.807
H -3.387 -5.791 0.277
H -5.190 -6.888 -0.912
H -3.974 -7.256 -2.169
H -4.544 -4.400 -1.452
H -5.594 -5.309 -2.414
H -4.331 -2.979 -3.268
H -5.087 -4.052 -4.299
H -3.407 -3.504 -4.665
```

Computed properties:
Spin multiplicity: 1
HOMO level in eV: -6.28
Charge: -1
LUMO energy in hartree: 0.07483
Frontier orbital gap in hartree: 0.3058
Electronic energy in a.u.: -4710.33192